1.
C27H35ClFNO6 | wB97M-V/def2-TZVPD

As for the gap between HOMO and LUMO: 0.314 Eh. Its multiplicity is 1. The value obtained for the LUMO energy is -0.41 eV. The total energy is -57557.7767 eV. The calculation puts the highest occupied orbital energy at -9.0 eV. Its SMILES is C#C[C@]1(COC(C)=O)NC(=O)[C@](CC(=O)Cl)([C@H](C)CCC)[C@]1(CCF)CC(=O)c1ccccc1.CO.

Cartesian coordinates (Å):
C -1.1841 -1.3078 3.1723
C -0.7807 -0.1462 2.4487
C -0.4016 1.0861 1.3854
C 1.1896 1.2486 1.7140
O 1.5461 0.4616 2.9385
C 2.5992 -0.5115 2.5748
C 4.1399 -0.1139 2.1656
O 2.2047 -1.8152 2.5496
N -1.3505 2.1447 1.9945
C -2.6618 1.7451 1.3597
O -3.7101 2.2417 2.0124
C -2.5910 0.8651 -0.0714
C -3.5235 1.9000 -0.9354
C -3.7768 1.5959 -2.5002
O -3.0504 0.8609 -3.3449
Cl -5.2823 2.4324 -3.2842
C -3.2274 -0.6619 0.1760
C -3.6588 -1.4477 -1.2071
C -4.5175 -0.7240 1.1682
C -5.9186 -0.1225 0.5718
C -7.0915 -1.2987 0.7127
C -0.9168 0.9599 -0.2040
C -0.2672 2.3479 -0.8122
C -0.6216 2.7259 -2.3576
F 0.4745 3.6525 -2.8319
C -0.1348 -0.3945 -0.7073
C 0.9712 -0.1992 -1.9053
O 0.5621 -0.4397 -3.1828
C 2.5614 0.1438 -1.7314
C 3.5352 -1.1363 -1.2722
C 5.1606 -1.0325 -1.0888
C 5.9160 0.3983 -1.3556
C 4.9666 1.6829 -1.7863
C 3.3154 1.5677 -1.9938
H -1.5006 -2.0478 4.0534
H 1.9172 1.0597 0.8185
H 1.3570 2.3861 2.0333
H 4.6015 -1.0817 1.6439
H 4.8412 0.1068 3.0881
H 4.1548 0.7965 1.4003
H -1.4235 2.0478 3.0485
H -4.5916 2.0982 -0.4385
H -2.9825 2.9627 -0.8616
H -2.4201 -1.4038 0.6528
H -4.6224 -0.9915 -1.7337
H -2.8241 -1.4530 -2.0402
H -3.8505 -2.5839 -0.9276
H -4.7268 -1.8840 1.3661
H -4.3306 -0.2811 2.2606
H -5.8563 0.3240 -0.5077
H -6.2635 0.7390 1.3213
H -7.4469 -1.3762 1.8478
H -8.0052 -1.0676 0.0049
H -6.6795 -2.3577 0.3750
H -0.5575 3.3236 -0.1870
H 0.9275 2.3456 -0.7847
H -0.6524 1.8465 -3.1185
H -1.6153 3.3517 -2.5085
H 0.4811 -0.9481 0.1535
H -0.8639 -1.2469 -1.1184
H 3.0246 -2.1964 -1.1073
H 5.7505 -2.0038 -0.7947
H 7.0871 0.4507 -1.2176
H 5.5275 2.7149 -1.9369
H 2.6994 2.5032 -2.3282
C 7.6343 -4.3050 0.2976
O 6.8366 -3.2439 0.7896
H 8.1655 -3.9659 -0.5949
H 8.3592 -4.6010 1.0599
H 6.9952 -5.1527 0.0385
H 6.3778 -3.5742 1.5807

Cartesian forces (eV/Å) of the 3 atoms listed first:
2.5 8.2 -4.1
-3.1 -8.9 3.7
-1.1 -1.8 2.9

2.
C27H35ClN2O2Tl | wB97M-V/def2-TZVPD

As for the gap between HOMO and LUMO: 0.197 Eh. Its multiplicity is 1. Its charge is -1. The value obtained for the LUMO energy is 2.71 eV. The total energy is -52859.3878 eV. The calculation puts the highest occupied orbital energy at -2.7 eV. The calculation puts the energy above the lowest of the compared OMol25 structures with the same formula, charge and spin at 0.0 kJ/mol.

Cartesian coordinates (Å):
Tl 0.5030 -0.5978 1.1806
Cl -0.1855 0.2964 -1.1812
N -2.3443 -0.3757 0.5195
N 2.6543 -0.3220 -0.4509
C -2.9487 -1.4654 0.8730
C 3.0314 -1.5216 -0.7739
C -3.3596 0.4867 -0.1577
C -4.6453 -0.0554 0.4551
C -3.3819 0.2616 -1.6568
C -3.0552 1.9389 0.1465
H -3.7035 -0.7615 -1.8939
H -2.3757 0.4199 -2.0628
H -4.0889 0.9697 -2.1065
H -3.0153 2.0833 1.2296
H -3.8453 2.5695 -0.2759
H -2.0900 2.2186 -0.2894
C 3.3373 0.6607 -1.3409
C 4.4221 -0.2072 -1.9680
C 3.8575 1.8165 -0.5026
C 2.4477 1.1992 -2.4395
H 2.0573 0.3787 -3.0522
H 3.0453 1.8652 -3.0774
H 1.5949 1.7471 -2.0291
H 4.5394 1.4383 0.2642
H 3.0279 2.3480 -0.0207
H 4.3969 2.5206 -1.1470
O 3.9853 -1.5886 -1.7079
H 5.3952 -0.0628 -1.4789
H 4.5282 -0.1091 -3.0532
O -4.2888 -1.4284 0.8524
H -5.5003 -0.1233 -0.2274
H -4.9158 0.4990 1.3643
C -2.2387 -2.7150 1.2944
C 2.5288 -2.7959 -0.1580
C 1.0975 -3.1650 -0.4757
H 2.6060 -2.6427 0.9329
H 3.2212 -3.5883 -0.4528
C 0.0746 -2.7524 0.3411
C -1.2339 -3.1451 0.2520
H 1.2164 1.6392 2.1620
C -1.5936 -3.9436 -0.8626
C -0.6021 -4.3027 -1.7774
C -3.0108 -4.3863 -1.0363
C 0.7409 -3.9491 -1.5963
H -0.8728 -4.9333 -2.6318
C 1.8040 -4.4112 -2.5276
H 1.3832 -4.9523 -3.3787
H 2.5060 -5.0909 -2.0296
H 2.3986 -3.5766 -2.9161
H -3.3788 -4.9073 -0.1437
H -3.1007 -5.0719 -1.8829
H -3.6921 -3.5422 -1.2171
H -2.9918 -3.4817 1.4939
H -1.6991 -2.4604 2.2206
C 0.9250 2.0421 3.1494
C 0.6101 3.4996 2.9752
C 0.6893 4.4109 4.0333
C 0.4121 5.7656 3.8079
C 0.0187 6.2016 2.5338
C -0.0677 5.2853 1.4832
C 0.2389 3.9419 1.6978
H 1.7603 1.8506 3.8405
H 0.0488 1.4679 3.4956
H 0.9779 4.0557 5.0291
H 0.5065 6.4784 4.6245
H -0.1978 7.2570 2.3608
H -0.3735 5.6047 0.4879
H 0.2088 3.2142 0.8796

Cartesian forces (eV/Å) of the 3 atoms listed first:
-0.2 0.0 0.9
0.1 0.4 -0.9
-1.0 -1.8 0.1

3.
C27H35ClN4O4P2W | wB97M-V/def2-TZVPD

As for the gap between HOMO and LUMO (alpha / beta): 0.171 / 0.147 Eh. Its multiplicity is 3. Its charge is +2. The value obtained for the LUMO energy (alpha / beta) is -8.76 / -9.42 eV. The total energy is -75610.5651 eV. The calculation puts the highest occupied orbital energy (alpha / beta) at -13.4 / -13.4 eV. The calculation puts the energy above the lowest of the compared OMol25 structures with the same formula, charge and spin at 0.0 kJ/mol. Its expectation value of S² is 2.02.

Cartesian coordinates (Å):
W 0.0549 0.8196 2.3380
C -2.0209 1.7732 -4.2888
C -2.1317 0.4855 -3.9474
C -1.3639 -0.6052 -4.6286
C 0.1183 -0.2846 -4.9068
C 0.8089 0.5132 -3.8436
C 0.8784 1.8545 -3.8800
C 0.2685 2.6446 -5.0264
C -1.1736 2.2834 -5.4134
C 1.3350 0.7481 4.2616
H -2.6729 2.5306 -3.8592
H -2.9468 0.1355 -3.3120
H -1.8486 -0.8435 -5.5949
H -1.4127 -1.5313 -4.0339
H 0.6398 -1.2495 -5.0048
H 0.1869 0.1923 -5.8932
H 1.3812 -0.0713 -3.1326
H 1.5037 2.4398 -3.2072
H 0.8833 2.5458 -5.9425
H 0.2880 3.7191 -4.7797
H -1.6538 3.2090 -5.7658
H -1.1699 1.6092 -6.2824
H 0.9438 1.6783 4.7470
H 2.4229 0.8517 4.2524
H 1.1463 -0.0139 5.0488
P 1.7262 -0.4006 1.2310
P -1.3777 -0.7756 1.3786
N 2.8192 0.8342 0.6441
N 2.8890 -1.6410 1.7774
N -2.3973 0.4742 0.6145
N -2.7518 -1.7316 1.8917
C 0.8875 -1.1228 -0.2510
C -0.5394 -1.6183 -0.0300
C 2.6310 2.1555 1.0620
C 3.6079 2.9346 0.4702
C 4.4141 2.0748 -0.3775
C 3.8946 0.7858 -0.2445
C 3.7105 -1.5005 2.9070
C 4.4217 -2.6757 3.1117
C 4.0270 -3.5969 2.0790
C 3.0931 -2.9407 1.2859
C -2.2457 1.8070 1.0495
C -2.6805 2.6331 0.0063
C -3.0491 1.8081 -1.0983
C -2.8522 0.4941 -0.6977
C -3.8105 -2.2049 1.0945
C -4.6961 -2.9060 1.9152
C -4.1682 -2.8618 3.2587
C -2.9961 -2.1162 3.2308
H 1.5046 -1.9687 -0.5574
H 0.9325 -0.3621 -1.0475
H -1.1305 -1.5166 -0.9537
H -0.5643 -2.6884 0.2249
H 1.8284 2.3980 1.7693
H 3.7643 4.0004 0.6372
H 5.2630 2.3814 -0.9779
H 4.1740 -0.1566 -0.6764
H 3.7229 -0.5645 3.4511
H 5.1662 -2.8641 3.8760
H 4.4137 -4.6008 1.9105
H 2.5610 -3.2742 0.4026
H -2.0311 2.0468 2.1023
H -2.7129 3.7088 -0.0095
H -3.3975 2.1226 -2.0783
H -2.9561 -0.4438 -1.2213
H -3.8324 -1.9819 0.0338
H -5.6124 -3.3762 1.5775
H -4.6271 -3.3202 4.1293
H -2.3125 -1.7773 4.0086
O -1.9725 -0.7482 5.9880
Cl -0.7069 -0.4320 6.6570
O -0.3707 0.9834 6.5969
O 0.4232 -1.1907 5.9847
O -0.5493 0.2821 3.9584

Cartesian forces (eV/Å) of the 3 atoms listed first:
-2.1 0.6 5.8
-0.6 -0.5 -0.2
-0.5 0.4 -0.6

> Which value of multiplicity does entry 1 give?

1

> Which of these has the highest multiplicity?

C27H35ClN4O4P2W

> The lowest total energy belongs to which entry?

C27H35ClN4O4P2W